Record 1
{"formula": "C5H6O", "method": "the ωB97M-V functional and the def2-TZVPD basis", "lumo_energy_ev": 0.12, "homo_ev": -9.195, "smiles": "C=C=C=CCO", "orbital_gap_ev": 9.32, "symbols": ["C", "C", "C", "C", "C", "O", "H", "H", "H", "H", "H", "H"], "coordinates": [[2.70, 0.69, -0.66], [1.59, 0.08, -0.30], [0.49, -0.48, 0.02], [-0.69, -0.94, 0.37], [-1.64, -0.08, 1.17], [-2.32, 0.84, 0.34], [3.41, 0.22, -1.33], [-1.64, 1.30, -0.17], [2.93, 1.69, -0.29], [-1.03, -1.91, 0.01], [-1.08, 0.44, 1.96], [-2.41, -0.69, 1.65]], "lowdin_charge": [0.011, -0.103, -0.047, -0.070, -0.271, -0.064, 0.059, 0.086, 0.059, 0.109, 0.117, 0.114]}

Record 2
{"formula": "C21H30FIN2O5S", "method": "the ωB97M-V functional and the def2-TZVPD basis", "lumo_energy_ev": -0.74, "homo_ev": -9.089, "orbital_gap_ev": 8.35, "symbols": ["C", "C", "O", "O", "C", "C", "C", "C", "C", "C", "C", "C", "N", "S", "N", "C", "C", "C", "C", "F", "C", "C", "C", "C", "I", "H", "H", "H", "H", "H", "H", "H", "H", "H", "H", "H", "H", "H", "H", "H", "H", "H", "H", "H", "H", "H", "H", "H", "H", "C", "O", "C", "O", "O", "C", "H", "H", "H", "H", "H", "H"], "coordinates": [[-5.62, -2.94, 1.28], [-4.39, -3.06, 2.21], [-4.48, -3.57, 3.30], [-3.21, -2.50, 1.76], [-2.66, -3.25, 0.63], [-2.75, -2.34, -0.62], [-2.18, -3.01, -1.90], [-0.73, -3.56, -1.77], [0.27, -2.72, -2.63], [0.11, -1.19, -2.49], [-0.26, -0.54, -3.64], [-0.45, 0.90, -3.71], [-0.82, 1.66, -4.73], [-0.86, 3.17, -4.10], [-0.38, 2.90, -2.58], [-0.18, 1.57, -2.44], [0.22, 0.92, -1.20], [0.45, 1.85, -0.01], [-0.87, 2.13, 0.77], [1.49, 1.47, 0.83], [0.34, -0.46, -1.21], [0.72, -1.20, 0.07], [2.05, -1.99, 0.03], [2.36, -2.53, 1.47], [3.75, -0.84, -0.64], [-5.54, -1.95, 0.78], [-5.58, -3.73, 0.51], [-6.56, -2.93, 1.86], [-1.63, -3.52, 0.92], [-3.28, -4.17, 0.51], [-2.27, -1.37, -0.38], [-3.82, -2.12, -0.80], [-2.29, -2.30, -2.74], [-2.84, -3.87, -2.14], [-0.74, -4.57, -2.22], [-0.35, -3.63, -0.74], [1.32, -3.02, -2.46], [0.08, -2.99, -3.69], [-0.42, -1.11, -4.57], [0.73, 2.83, -0.44], [-0.67, 3.04, 1.37], [-1.68, 2.42, 0.07], [-1.16, 1.30, 1.43], [0.72, -0.56, 0.97], [-0.08, -1.95, 0.24], [1.94, -2.89, -0.60], [1.94, -3.56, 1.52], [3.43, -2.58, 1.70], [1.79, -1.95, 2.23], [3.10, 3.89, 0.66], [3.57, 5.19, 1.02], [3.75, 5.36, 2.33], [3.55, 4.54, 3.19], [4.19, 6.61, 2.53], [4.43, 6.93, 3.90], [2.99, 3.88, -0.42], [3.82, 3.13, 0.95], [2.13, 3.70, 1.11], [5.20, 6.28, 4.32], [3.51, 6.85, 4.48], [4.78, 7.96, 3.94]], "lowdin_charge": [0.011, -0.508, 0.125, -0.053, -0.163, -0.163, -0.174, -0.173, -0.145, -0.148, 0.019, -0.356, -0.216, 0.993, -0.242, -0.272, -0.076, -0.329, -0.008, -0.051, -0.123, -0.196, -0.749, -0.157, 0.844, 0.084, 0.086, 0.088, 0.116, 0.132, 0.113, 0.107, 0.111, 0.111, 0.114, 0.079, 0.106, 0.113, 0.123, 0.116, 0.085, 0.088, 0.084, 0.107, 0.096, 0.051, 0.077, 0.044, 0.079, -0.042, 0.011, -0.619, 0.128, 0.002, -0.045, 0.099, 0.102, 0.078, 0.097, 0.097, 0.092]}

Record 3
{"formula": "C3H10N2O3", "method": "the ωB97M-V functional and the def2-TZVPD basis", "lumo_energy_ev": [4.01, 2.78], "homo_ev": [-4.116, -4.108], "total_charge": -1, "spin_multiplicity": 2, "orbital_gap_ev": [8.13, 6.89], "symbols": ["C", "N", "C", "O", "O", "C", "N", "H", "H", "H", "H", "H", "H", "H", "H", "H", "H", "O"], "coordinates": [[1.43, 0.44, 0.86], [0.00, 0.46, 1.22], [-0.80, -0.57, 0.63], [-1.29, -0.16, -0.61], [-0.01, -1.90, 0.42], [1.60, 1.18, -0.46], [0.93, 2.49, -0.35], [2.03, 0.98, 1.64], [1.88, -0.58, 0.96], [-1.64, -0.92, 1.33], [-1.85, -0.95, -0.70], [1.11, 0.43, -1.20], [2.66, 1.40, -0.82], [0.05, 2.26, 0.31], [0.57, 2.87, -1.25], [-3.37, -2.76, -1.12], [-0.70, -2.37, -0.07], [-2.60, -2.29, -0.80]], "lowdin_charge": [-0.268, 0.101, -0.470, -0.040, -0.107, -0.322, -0.055, 0.104, 0.112, 0.154, -0.042, 0.125, 0.105, 0.101, 0.057, -0.119, 0.015, -0.453]}